Version one
The following is a DFT calculation (wB97M-V/def2-TZVPD) of a cluster of 2 separate species, C2H9N3O in total.

Structure (XYZ):
```
15
Properties=species:S:1:pos:R:3:lowdin_charge:R:1
H 0.574 -2.612 0.705 0.0700
N 1.294 -1.937 0.350 -0.0344
N 1.285 -1.648 -0.823 -0.0256
H 0.564 -2.081 -1.438 0.0709
C 0.202 1.397 -0.864 -0.0516
C -0.709 0.829 0.214 -0.5338
N 0.037 0.649 1.430 0.0490
O -1.271 -0.383 -0.297 -0.0790
H 0.901 0.627 -1.173 0.0446
H 0.747 2.241 -0.463 0.0775
H -0.389 1.717 -1.724 0.0794
H -1.525 1.535 0.433 0.1357
H -0.522 0.210 2.154 0.0713
H 0.859 0.076 1.265 0.0392
H -2.046 -0.619 0.231 0.0868
```

Its gap between HOMO and LUMO is 9.85 eV. For the LUMO energy, the calculation gives 0.707 eV. As for the SMILES: [H]/N=N\[H].C[C@H](N)O. Its HOMO energy is -9.141 eV. The molecular weight is 91.11 g/mol.

Version two
The following is a DFT calculation (wB97M-V/def2-TZVPD) of a cluster of 2 separate species, C2H9N3O in total.

Structure (XYZ):
```
15
Properties=species:S:1:pos:R:3:lowdin_charge:R:1
H 1.039 -0.953 -1.652 0.0448
N 0.387 -0.684 -0.868 0.0835
C 1.149 -0.087 0.027 -0.5318
N 2.574 0.063 -0.253 0.0528
N 0.760 0.227 1.340 -0.0420
C -0.542 -0.314 1.682 -0.1124
H 3.280 -0.410 0.404 0.1163
H 2.750 -0.352 -1.159 0.0503
H 1.108 1.199 1.399 0.1379
H -0.406 -1.378 1.620 0.0744
H -1.338 -0.095 0.958 0.0710
H -0.838 -0.036 2.672 0.0714
O -3.551 0.788 -1.510 -0.0607
H -3.959 0.793 -2.387 0.0373
H -2.913 0.091 -1.559 0.0073
```

Its gap between HOMO and LUMO is 10.17 eV. For the LUMO energy, the calculation gives 0.887 eV. As for the SMILES: [H]/N=C(\N)NC.O. Its HOMO energy is -9.281 eV. The molecular weight is 91.11 g/mol.

Relative energies, unit kJ/mol: version one 121.8; version two 0.0

Version one
The following is a DFT calculation (wB97M-V/def2-TZVPD) of a cluster of 2 separate species, C2H9N3O in total.

Structure (XYZ):
```
15
Properties=species:S:1:pos:R:3:lowdin_charge:R:1
N -0.818 0.257 -2.568 0.1145
C -1.561 -0.874 -2.601 -0.4376
O -2.751 -0.918 -2.387 0.0063
H 0.184 0.211 -2.662 0.0929
H -1.249 1.150 -2.387 0.1050
H -0.991 -1.781 -2.857 0.1231
N 1.942 0.123 1.278 -0.0128
C 0.510 0.267 1.181 -0.3972
N -0.267 0.309 2.418 -0.0116
H 2.414 0.843 1.802 0.0553
H 2.201 -0.787 1.635 0.0582
H 0.267 1.187 0.652 0.0963
H 0.166 -0.559 0.566 0.0949
H -0.109 -0.529 2.964 0.0543
H 0.062 1.103 2.966 0.0584
```

Its gap between HOMO and LUMO is 9.98 eV. For the LUMO energy, the calculation gives 0.861 eV. As for the SMILES: NC=O.NCN. Its HOMO energy is -9.118 eV. The molecular weight is 91.11 g/mol.

Version two
The following is a DFT calculation (wB97M-V/def2-TZVPD) of the molecule C2H9N3O.

Structure (XYZ):
```
15
Properties=species:S:1:pos:R:3:lowdin_charge:R:1
C -0.655 -1.100 -0.660 -0.1063
N -0.332 -0.236 0.462 -0.2603
C -1.350 0.762 0.714 -0.1042
N 0.962 0.409 0.413 -0.2567
N 1.347 0.876 -0.827 0.0530
O 1.876 -0.638 0.821 -0.0684
H 0.180 -1.782 -0.823 0.0761
H -0.857 -0.542 -1.584 0.0761
H -1.538 -1.685 -0.407 0.0831
H -2.286 0.259 0.953 0.0799
H -1.039 1.366 1.563 0.0780
H -1.514 1.417 -0.152 0.0771
H 2.051 1.597 -0.710 0.0888
H 1.626 0.144 -1.481 0.0833
H 1.530 -0.845 1.718 0.1004
```

Its gap between HOMO and LUMO is 10.02 eV. For the LUMO energy, the calculation gives 1.112 eV. As for the SMILES: CN(C)N(N)O. Its HOMO energy is -8.906 eV. The molecular weight is 91.11 g/mol.

Relative energies, unit kJ/mol: version one 0.0; version two 318.2

Version one
The following is a DFT calculation (wB97M-V/def2-TZVPD) of the molecule CH3N2P.

Structure (XYZ):
```
7
Properties=species:S:1:pos:R:3:lowdin_charge:R:1
N -3.323 0.618 -0.007 0.0676
C -2.361 -0.019 -0.035 -0.5455
P -0.858 -0.961 -0.080 0.7300
N 0.138 0.394 -0.222 -0.3591
H -1.002 -0.963 1.372 -0.0484
H 0.742 0.417 -1.134 0.0625
H -0.345 1.382 -0.399 0.0928
```

Its gap between HOMO and LUMO is 10.50 eV. For the LUMO energy, the calculation gives 0.456 eV. As for the SMILES: N#CPN. Its HOMO energy is -10.043 eV. The molecular weight is 74.02 g/mol.

Version two
The following is a DFT calculation (wB97M-V/def2-TZVPD) of a cluster of 2 separate species, CH3N2P in total.

Structure (XYZ):
```
7
Properties=species:S:1:pos:R:3:lowdin_charge:R:1
C 2.229 -0.235 0.027 -0.6041
N 3.193 0.215 -0.444 0.0679
N 0.087 0.837 0.708 -0.2447
P 0.793 -0.690 0.975 0.7649
H 0.443 1.134 -0.089 -0.0690
H -0.877 0.951 0.958 0.0340
H 0.227 -1.124 -1.988 0.0511
```

Its gap between HOMO and LUMO (alpha / beta) is 7.51 / 9.81 eV. For the LUMO energy (alpha / beta), the calculation gives -0.687 / -1.190 eV. Its HOMO energy (alpha / beta) is -8.194 / -10.998 eV. The molecular weight is 74.02 g/mol.

Version three
The following is a DFT calculation (wB97M-V/def2-TZVPD) of a cluster of 2 separate species, CH3N2P in total.

Structure (XYZ):
```
7
Properties=species:S:1:pos:R:3:lowdin_charge:R:1
C -0.139 1.422 -0.062 -0.7752
N -1.246 1.749 -0.064 0.0799
N -0.077 -1.723 0.561 0.0530
P 1.443 0.867 0.128 0.8014
H -0.538 -0.992 1.044 -0.0989
H -0.763 -1.832 -0.242 0.0066
H 1.319 0.508 -1.365 -0.0668
```

Its gap between HOMO and LUMO (alpha / beta) is 9.01 / 8.53 eV. For the LUMO energy (alpha / beta), the calculation gives -2.221 / -1.052 eV. Its HOMO energy (alpha / beta) is -11.231 / -9.580 eV. The molecular weight is 74.02 g/mol.

Relative energies, unit kJ/mol: version one 0.0; version two 303.8; version three 296.1

Version one
The following is a DFT calculation (wB97M-V/def2-TZVPD) of a cluster of 18 separate species, H36O18 in total.

Structure (XYZ):
```
54
Properties=species:S:1:pos:R:3:lowdin_charge:R:1
O -5.641 0.860 -1.641 -0.0481
H -6.434 0.335 -1.602 0.0226
H -5.778 1.803 -1.602 0.0277
O 4.525 2.209 -0.802 -0.0545
H 5.496 2.352 -0.833 0.0853
H 4.528 1.763 0.063 0.0587
O -1.741 -1.783 -0.120 -0.0771
H -2.702 -1.895 0.001 0.0339
H -1.585 -1.082 0.512 0.0185
O 1.897 4.934 1.010 -0.0930
H 1.191 4.340 1.398 0.0111
H 1.893 4.363 0.230 -0.0005
O 2.623 1.493 2.560 -0.0406
H 2.107 2.219 2.948 0.0147
H 2.346 0.750 3.101 0.0404
O -5.157 -2.065 0.889 -0.0653
H -5.666 -2.224 0.081 0.0432
H -5.527 -2.906 1.234 0.0536
O 4.736 -0.826 -1.421 -0.0497
H 3.847 -1.081 -1.175 0.0091
H 4.786 0.097 -1.226 -0.0327
O 2.293 0.283 0.009 -0.0972
H 2.175 0.512 0.947 0.0091
H 1.398 0.458 -0.435 0.0508
O 1.210 -4.520 -3.391 -0.0503
H 1.357 -5.407 -3.058 0.0320
H 0.281 -4.338 -3.186 0.0197
O -0.431 1.325 -0.742 -0.0299
H -0.587 1.343 0.203 0.0347
H -1.263 1.498 -1.189 0.0578
O -0.502 0.325 3.442 -0.1008
H -0.194 0.120 4.382 0.0811
H -1.466 0.229 3.574 0.0301
O 0.704 3.478 2.933 -0.0474
H 0.369 4.287 3.306 0.0767
H 0.312 2.603 2.979 0.0319
O -2.867 -4.427 1.501 -0.0470
H -3.140 -3.655 2.004 -0.0025
H -1.932 -4.231 1.397 0.0273
O 1.890 3.358 -4.904 -0.0704
H 1.531 2.889 -4.129 0.0141
H 2.116 2.536 -5.352 0.0263
O 2.120 3.179 -1.843 -0.0748
H 2.247 2.223 -1.915 0.0195
H 2.996 3.183 -1.388 0.0178
O 0.613 -1.595 -0.189 -0.0773
H 1.297 -1.404 0.464 0.0303
H 0.721 -2.516 -0.444 0.0465
O -2.054 -1.779 3.521 -0.0350
H -1.790 -2.478 2.921 0.0257
H -2.207 -2.051 4.422 0.0542
O -2.720 -2.879 -3.237 -0.0633
H -2.261 -3.700 -3.460 0.0228
H -1.958 -2.507 -2.747 0.0300
```

Its gap between HOMO and LUMO is 9.87 eV. For the LUMO energy, the calculation gives -0.497 eV. Its HOMO energy is -10.363 eV. The molecular weight is 324.27 g/mol.

Version two
The following is a DFT calculation (wB97M-V/def2-TZVPD) of a cluster of 18 separate species, H36O18 in total.

Structure (XYZ):
```
54
Properties=species:S:1:pos:R:3:lowdin_charge:R:1
O -8.916 -5.479 -6.627 -0.0459
H -8.260 -4.839 -6.305 0.0892
H -9.792 -5.321 -6.229 0.0152
O -14.920 -5.959 -7.114 -0.0621
H -14.028 -6.245 -6.930 -0.0028
H -14.857 -5.014 -6.929 -0.0295
O -12.637 -7.251 -10.296 -0.0571
H -12.740 -6.993 -11.238 0.0802
H -12.791 -8.202 -10.420 0.0896
O -10.316 -4.851 -12.027 -0.0223
H -9.938 -5.124 -11.227 -0.0313
H -10.071 -5.567 -12.605 0.0610
O -15.398 -7.261 -9.593 -0.0534
H -15.490 -6.620 -8.892 -0.0176
H -14.466 -7.320 -9.719 -0.0455
O -13.016 -8.194 -7.243 -0.0511
H -12.411 -8.578 -7.901 0.0248
H -13.900 -8.538 -7.287 0.0397
O -10.889 -3.444 -6.585 -0.0227
H -10.389 -3.421 -5.772 0.0610
H -10.476 -2.894 -7.218 -0.0294
O -13.002 -1.680 -8.179 -0.0665
H -13.826 -1.841 -8.699 0.0590
H -12.401 -2.093 -8.808 -0.0266
O -9.198 -2.017 -8.077 -0.0689
H -9.066 -2.895 -8.570 0.0427
H -9.265 -1.338 -8.737 0.0466
O -9.318 -4.634 -9.130 -0.0408
H -9.362 -4.939 -8.214 0.0000
H -8.425 -4.689 -9.411 0.0686
O -9.515 -7.274 -10.731 -0.0792
H -9.574 -8.185 -11.040 0.0446
H -9.814 -7.303 -9.787 0.0063
O -10.257 -7.895 -8.079 -0.0119
H -10.164 -7.230 -7.425 0.0036
H -9.831 -8.702 -7.803 0.0763
O -11.513 -2.767 -10.127 -0.0414
H -11.206 -3.485 -10.662 -0.0004
H -12.212 -2.375 -10.696 0.0954
O -13.140 -4.886 -12.151 -0.0618
H -12.186 -5.048 -12.050 -0.0156
H -13.451 -4.836 -11.252 -0.0434
O -14.214 -4.360 -9.776 -0.0605
H -13.522 -4.722 -9.205 -0.0110
H -15.005 -4.358 -9.208 0.0652
O -14.434 -3.462 -6.586 -0.0289
H -15.172 -2.988 -6.930 0.0491
H -13.656 -3.227 -7.121 0.0244
O -11.570 -6.197 -5.593 -0.0091
H -12.266 -5.953 -5.022 0.0416
H -11.583 -5.483 -6.204 -0.0324
O -12.074 -5.362 -8.461 -0.0304
H -12.222 -6.078 -9.091 0.0078
H -11.295 -4.854 -8.665 0.0077
```

Its gap between HOMO and LUMO is 9.98 eV. For the LUMO energy, the calculation gives -0.173 eV. Its HOMO energy is -10.149 eV. The molecular weight is 324.27 g/mol.

Version three
The following is a DFT calculation (wB97M-V/def2-TZVPD) of a cluster of 18 separate species, H36O18 in total.

Structure (XYZ):
```
54
Properties=species:S:1:pos:R:3:lowdin_charge:R:1
O 0.469 1.170 2.608 -0.0443
H 0.706 1.643 3.401 0.0772
H 0.603 0.225 2.580 0.0378
O -0.504 2.574 -4.841 -0.0623
H 0.196 3.058 -5.295 0.0313
H -0.335 1.647 -4.743 -0.0011
O -3.361 1.073 -0.613 -0.0333
H -2.496 0.673 -0.526 0.0101
H -4.045 0.405 -0.691 0.0408
O -0.371 1.286 0.226 -0.0720
H -0.713 2.168 0.344 0.0397
H 0.292 1.292 0.987 0.0203
O -3.129 -0.569 3.615 -0.0488
H -4.026 -0.507 3.934 0.0315
H -2.706 -1.397 3.882 0.0232
O -1.386 -0.050 -2.328 -0.0987
H -1.017 -0.787 -2.957 0.1278
H -2.046 0.412 -2.851 0.0474
O 2.377 -0.160 1.773 -0.0506
H 2.263 0.759 1.582 0.0095
H 3.174 -0.546 1.425 -0.0104
O -4.827 -1.649 -0.115 -0.0405
H -4.793 -1.050 0.621 0.0173
H -4.451 -2.498 0.158 0.0522
O 3.731 -5.224 -1.601 -0.0718
H 4.048 -4.555 -1.002 0.0023
H 2.947 -5.694 -1.199 0.0663
O 4.889 -0.121 -2.289 -0.0354
H 5.773 -0.447 -2.392 0.0228
H 4.842 0.700 -1.804 0.0242
O 0.108 4.657 2.675 -0.0788
H -0.732 5.009 2.283 0.0625
H 0.734 5.375 2.829 0.0297
O -0.841 -1.569 -0.438 -0.0855
H -1.160 -0.686 -0.568 -0.0529
H 0.105 -1.357 -0.195 0.0586
O -0.288 -3.291 2.301 -0.0742
H -0.107 -2.314 2.388 0.0570
H 0.314 -3.608 1.601 0.0525
O 4.465 -1.672 0.626 -0.0265
H 5.293 -1.341 0.296 0.0396
H 4.594 -2.517 1.057 0.0524
O -3.092 -4.047 3.009 -0.0828
H -2.164 -4.322 3.214 0.0376
H -2.887 -3.173 2.655 -0.0059
O 2.258 1.916 -0.927 -0.0688
H 1.311 1.676 -0.818 0.0422
H 2.273 2.891 -0.893 0.0794
O 1.728 1.810 -3.380 -0.0919
H 2.346 2.134 -4.032 0.0239
H 2.334 1.698 -2.597 0.0019
O -2.736 3.616 -0.515 -0.1025
H -3.635 3.844 -0.214 0.0350
H -2.942 2.679 -0.764 -0.0148
```

Its gap between HOMO and LUMO is 10.19 eV. For the LUMO energy, the calculation gives -0.173 eV. Its HOMO energy is -10.359 eV. The molecular weight is 324.27 g/mol.

Version four
The following is a DFT calculation (wB97M-V/def2-TZVPD) of a cluster of 18 separate species, H36O18 in total.

Structure (XYZ):
```
54
Properties=species:S:1:pos:R:3:lowdin_charge:R:1
O -1.949 2.863 1.192 -0.0290
H -2.481 2.269 1.705 0.0082
H -1.491 2.529 0.435 -0.0005
O -1.457 1.229 -2.010 -0.0740
H -0.987 1.093 -2.874 0.0302
H -2.183 1.766 -2.384 0.0654
O 5.270 -0.716 1.840 -0.0404
H 5.129 -0.294 2.701 0.0486
H 4.372 -0.891 1.594 -0.0452
O 2.830 3.733 -3.535 -0.0396
H 2.455 3.759 -4.405 0.0240
H 2.478 2.982 -3.057 -0.0103
O -2.828 -0.910 3.695 -0.0699
H -3.546 -1.514 3.401 0.0515
H -3.153 -0.655 4.557 0.0343
O -1.683 -0.810 -0.346 -0.0777
H -2.618 -0.754 -0.179 -0.0153
H -1.591 -0.004 -0.917 -0.0246
O 2.130 -0.638 1.373 -0.0593
H 2.864 -1.239 1.426 -0.0116
H 2.067 -0.107 2.220 0.0781
O 3.994 -2.608 -0.249 -0.0696
H 3.013 -2.628 -0.469 0.0456
H 4.366 -2.698 -1.120 0.0372
O 1.303 2.991 -0.052 -0.0164
H 2.047 2.648 0.439 0.0374
H 1.037 2.193 -0.497 -0.0040
O -2.272 -2.982 2.109 -0.0502
H -2.344 -2.031 2.107 -0.0230
H -1.327 -3.062 2.244 0.0221
O 0.352 -1.193 -4.521 -0.0464
H 0.145 -2.140 -4.472 0.0593
H -0.424 -0.831 -4.053 0.0320
O -2.921 2.150 5.292 -0.0586
H -2.524 2.778 4.690 0.0291
H -2.262 1.660 5.807 0.0431
O 2.567 -0.842 -1.681 -0.0368
H 1.689 -0.765 -1.342 0.0201
H 3.352 -0.635 -1.200 0.0269
O 0.784 1.558 -3.262 -0.0491
H 1.304 1.601 -2.453 0.0266
H 0.494 0.634 -3.451 0.0243
O -2.905 2.079 -4.666 -0.0523
H -3.738 1.666 -4.941 0.0503
H -2.368 1.990 -5.474 0.0556
O 0.618 -3.948 -0.059 -0.0584
H 1.077 -4.769 -0.361 0.0609
H 0.460 -3.579 -0.931 0.0228
O 0.912 -1.280 3.844 -0.0927
H 0.714 -1.946 4.535 0.0565
H 0.614 -1.592 2.947 0.0442
O -4.523 -0.413 1.261 -0.0606
H -4.329 0.166 0.516 0.0251
H -4.071 0.305 1.790 0.0562
```

Its gap between HOMO and LUMO is 10.30 eV. For the LUMO energy, the calculation gives -0.416 eV. Its HOMO energy is -10.711 eV. The molecular weight is 324.27 g/mol.

Relative energies, unit kJ/mol: version one 340.0; version two 0.0; version three 251.3; version four 362.6